1.
22
Properties=species:S:1:pos:R:3:forces:R:3:mulliken_charge:R:1 method="wB97M-V/def2-TZVPD" homo_lumo_gap_ev=8.83 max_force_ev_per_a=4.2 total_charge=0 homo_energy_ev=-9.08 e_tot_ha=-1300.67832 smiles="O=C(Cl)[C@@]1(c2ccccc2)C=CC=P1" multiplicity=1
O 2.0100 2.4677 -0.0142 0.9325 -0.5131 0.3170 -0.42
C 2.4264 1.3592 0.1065 -0.4687 0.5444 -0.6696 0.51
Cl 4.1704 0.9610 0.0658 0.2428 0.9386 0.1363 -0.15
C 1.5396 0.1166 0.1425 -0.7281 0.5617 0.6850 0.80
C 0.0756 0.6314 0.2433 1.4140 -3.1600 -2.4515 0.48
C -0.8345 0.2880 -0.7439 0.0668 0.1473 -0.8313 -0.62
C -2.1158 0.8163 -0.6424 -1.1271 -1.2134 -1.9110 -0.25
C -2.5316 1.6385 0.3788 -0.6380 -0.6877 1.3156 -0.72
C -1.5827 1.8341 1.3971 -0.8103 -0.0516 -0.7235 -0.53
C -0.3351 1.2782 1.3398 2.0396 1.6606 1.4523 -0.20
C 1.9835 -0.6665 -1.0432 0.7808 1.2619 -2.4198 -0.99
C 2.7986 -1.6832 -0.7768 -1.3629 0.1900 2.2605 -0.31
C 2.8495 -1.9307 0.6844 1.1303 -1.5032 -2.6362 -0.37
P 2.1218 -0.8907 1.6563 -1.6570 1.7260 1.3324 -0.07
H -0.5676 -0.3394 -1.6326 -0.1894 0.6684 1.0542 0.31
H -2.8270 0.4653 -1.4292 0.4519 0.5943 0.7393 0.30
H -3.6398 1.8626 0.5261 1.8467 0.1657 -0.3742 0.29
H -1.8024 2.4345 2.2142 -0.6126 0.9592 1.4758 0.45
H 0.5580 1.4922 1.9990 -1.8004 0.1028 0.1253 0.26
H 2.0534 -0.1725 -2.0746 -0.7260 -0.7960 1.4679 0.33
H 3.3420 -2.2517 -1.4686 0.6345 -0.6321 -0.9105 0.49
H 3.4143 -2.7528 1.0194 0.5805 -0.9636 0.5661 0.42

2.
62
Properties=species:S:1:pos:R:3:forces:R:3:mulliken_charge:R:1 method="wB97M-V/def2-TZVPD" homo_lumo_gap_ev="2.87 / 4.64" max_force_ev_per_a=5.0 total_charge=+3 homo_energy_ev="-16.51 / -17.11" e_tot_ha=-3769.36036 multiplicity=1
Ga -0.0287 0.1329 0.8160 1.1818 -0.8244 1.3229 1.65
P 1.4838 -0.9029 2.9807 0.6300 -0.0111 0.2445 0.89
P 1.3571 2.1994 0.9457 0.4756 0.5688 0.0488 0.57
P -1.0308 -2.2901 0.7598 -0.5521 -0.9030 -0.0802 0.79
H -0.6858 2.2004 -6.9656 -0.3174 -0.2980 0.4274 0.30
C -1.5571 1.5971 -6.6730 0.9042 -0.3038 -1.3415 -0.49
C -2.5788 2.0884 -5.9587 -1.5449 0.1880 -0.2781 -0.37
H -2.6765 3.1345 -5.6406 0.3425 -0.5382 0.1375 0.34
C 2.9263 -1.8512 2.3463 -0.3035 0.2286 -0.2068 -1.29
C 2.3486 0.2560 4.1101 -0.1474 0.1552 -0.1214 -1.54
C 0.8000 -2.0554 4.2310 -0.4431 -0.0565 -0.0526 -1.23
C 0.6999 3.4169 -0.2376 -0.0592 -0.0489 -0.1300 -1.32
C 1.4804 3.1776 2.4776 -0.2085 -0.1568 0.2032 -1.10
C 3.1005 1.8847 0.4235 -0.4047 -0.3147 -0.1050 -1.18
C -2.4131 -2.3089 -0.4213 0.0579 0.3713 -0.3153 -1.31
C -1.8575 -3.1081 2.1748 0.0162 0.3489 0.2943 -1.39
C 0.1472 -3.5700 0.1255 0.1752 0.6142 0.0467 -1.25
H -1.6660 0.6353 -7.2084 0.1529 0.5126 0.5217 0.28
H -3.4909 1.4674 -5.9063 0.4839 0.7202 -0.1754 0.40
H 3.5435 -2.1720 3.1934 -0.1297 0.0188 -0.1723 0.48
H 3.5212 -1.2108 1.6883 -0.0134 -0.1769 0.0306 0.31
H 2.5815 -2.7228 1.7831 0.1742 0.0891 0.0528 0.26
H 2.9480 -0.3193 4.8263 -0.0854 0.1085 -0.1847 0.48
H 1.6052 0.8349 4.6685 0.1967 -0.0407 -0.0050 0.40
H 3.0012 0.9362 3.5545 -0.0398 -0.0980 0.1798 0.41
H 1.3884 -2.9804 4.2466 -0.1033 0.2160 0.0980 0.42
H -0.2404 -2.3110 4.0175 0.1992 0.0082 0.1827 0.18
H 0.8431 -1.5676 5.2121 -0.0202 -0.2414 -0.1746 0.49
H 1.2368 4.3675 -0.1299 -0.1044 -0.1956 -0.0739 0.50
H -0.3670 3.5768 -0.0403 0.2126 0.0395 0.0005 0.36
H 0.8077 3.0513 -1.2633 0.0492 0.1251 0.0866 0.33
H 2.4278 3.7337 2.4923 -0.3020 -0.0460 -0.0805 0.43
H 1.4484 2.5364 3.3628 -0.0155 0.2320 -0.1833 0.17
H 0.6331 3.8754 2.5028 0.2619 -0.0811 0.0894 0.47
H 3.6335 2.8244 0.2024 -0.3247 -0.2617 0.2222 0.48
H 3.0651 1.2852 -0.4973 0.1718 0.0821 0.2464 0.28
H 3.6481 1.3185 1.1960 -0.2417 0.2547 -0.3149 0.32
H -2.9412 -3.2645 -0.3058 0.1030 0.2788 -0.2550 0.58
H -2.0392 -2.1919 -1.4420 -0.0848 -0.1307 0.0159 0.21
H -3.0888 -1.4711 -0.2154 -0.0030 -0.2515 0.0459 0.37
H -2.7138 -3.6848 1.7941 0.3749 0.0819 0.1919 0.49
H -2.2461 -2.3317 2.8477 -0.0014 -0.3742 0.0022 0.32
H -1.1611 -3.7614 2.7162 -0.2922 0.1912 -0.1258 0.43
H -0.3853 -4.3926 -0.3791 0.0188 0.3418 0.3087 0.45
H 0.7522 -3.9761 0.9541 -0.2718 0.1781 -0.3702 0.38
H 0.8092 -3.0796 -0.6034 -0.0794 -0.2712 0.1964 0.30
C -1.2075 0.8310 -1.8048 -0.5582 -0.0429 4.9342 0.51
C 0.0068 0.4717 -2.4620 0.7663 -1.3999 -1.3295 0.10
C -0.0832 -0.1523 -3.7082 0.7093 0.5925 1.2685 -0.86
C -1.3549 -0.2525 -4.3062 0.4020 0.6435 -0.8635 -0.57
C -2.4610 0.4608 -3.7672 -1.0244 0.9870 0.5583 -0.64
C -2.3866 1.0479 -2.5353 -1.3283 0.1489 -1.0414 -0.58
O -1.3206 0.8457 -0.4721 -0.0299 0.5615 -3.7189 -0.49
H 0.9251 -0.5963 -0.2314 0.2991 -0.0900 -0.4191 -0.58
H 0.9385 0.5688 -1.9118 -0.0655 0.0642 -0.3316 0.39
H 0.8328 -0.5009 -4.2021 -0.5819 0.0035 0.1504 0.52
H -1.4695 -0.7350 -5.2718 0.0311 -0.2098 0.2128 0.71
H -3.3681 0.6653 -4.3444 0.3959 -0.9746 0.4952 0.76
H -3.2421 1.6105 -2.1291 0.5916 -0.4617 0.0375 0.49
O -1.6092 0.8445 2.3894 0.4112 -0.0225 0.5619 -0.49
H -1.8233 0.2131 3.1050 0.0127 0.1395 -0.4816 0.32
H -1.4471 1.6710 2.8900 -0.1200 -0.2687 -0.4837 0.30

3.
15
Properties=species:S:1:pos:R:3:forces:R:3:mulliken_charge:R:1 method="wB97M-V/def2-TZVPD" homo_lumo_gap_ev="6.75 / 8.77" max_force_ev_per_a=5.0 s_squared=0.760 total_charge=+1 homo_energy_ev="-13.63 / -15.24" e_tot_ha=-287.27879 multiplicity=2
C 0.1730 -0.9866 1.4961 2.3545 -2.9223 2.0220 -0.86
N 0.0793 -0.2214 0.3331 -2.1848 4.5157 -0.2420 -0.04
C -1.2499 -0.4140 -0.2870 -0.9431 -1.5438 0.5342 -1.21
C 0.5143 1.1388 0.1300 -0.7474 -3.9293 1.1857 -0.09
C 0.9462 1.2423 -1.1893 1.5264 3.3278 -1.5783 -0.16
O 0.2529 1.3166 -2.3580 0.5004 -3.4727 2.9108 -0.30
H -0.2253 -0.7200 2.4793 -1.0434 0.5225 -0.5883 0.35
H -0.1397 -1.9950 1.1400 -0.3280 0.6101 0.8033 0.32
H 1.2129 -1.2162 1.8167 -0.1034 0.5786 -0.7123 0.35
H -2.1666 -0.3065 0.4512 2.1055 -0.4807 -1.3054 0.32
H -1.1506 -1.3631 -0.8239 -0.9353 -0.2625 0.5217 0.51
H -1.3866 0.2961 -1.0406 -0.5894 1.3538 -1.0378 0.50
H 0.8286 1.7870 0.9159 1.1321 -0.0971 0.5665 0.46
H 2.0252 1.1757 -1.3035 0.4320 1.1654 -0.1286 0.35
H 0.2864 0.2662 -1.7601 -1.1762 0.6346 -2.9514 0.49

4.
12
Properties=species:S:1:pos:R:3:forces:R:3:mulliken_charge:R:1 method="wB97M-V/def2-TZVPD" homo_lumo_gap_ev=9.22 max_force_ev_per_a=1.0 total_charge=0 homo_energy_ev=-9.78 e_tot_ha=-302.48608 multiplicity=1
N 1.5548 0.3185 -0.8214 -0.2638 -0.1530 -0.0074 -0.53
C 0.2807 0.3531 -1.1076 0.0800 0.2415 -0.3434 -0.61
C -0.8437 -0.5832 0.6664 -0.1606 -0.2129 0.2133 -0.07
O 0.0138 -0.7298 1.5574 -0.1820 -0.0705 0.0448 -0.47
C -1.8230 0.4970 0.7827 -0.5618 0.7255 -0.0568 0.42
N -2.6174 1.3339 0.8605 0.6622 -0.6927 -0.0763 -0.37
H 1.7114 0.1404 0.5808 0.3048 0.2106 0.0707 0.32
H 1.9847 -0.5775 -1.0613 -0.1161 0.0426 -0.0927 0.32
H -0.2095 1.3182 -1.0047 -0.0587 -0.1472 -0.0429 0.43
H -0.1964 -0.4093 -1.7201 0.0669 0.0575 0.0660 0.34
H -1.1523 -1.4301 0.0465 0.1041 0.1464 -0.0111 0.32
H 1.2969 -0.2312 1.2208 0.1251 -0.1478 0.2358 -0.10

5.
23
Properties=species:S:1:pos:R:3:forces:R:3:mulliken_charge:R:1 method="wB97M-V/def2-TZVPD" homo_lumo_gap_ev="7.07 / 7.07" max_force_ev_per_a=0.4 total_charge=0 homo_energy_ev="-7.71 / -7.71" e_tot_ha=-313.25698 multiplicity=1
C 1.3115 -0.5200 0.4875 -0.3524 -0.0210 -0.1418 0.10
C -0.2222 0.9479 -0.7297 0.2207 -0.0259 0.0784 -0.44
C 2.5241 -0.0739 -0.2362 -0.0070 0.0590 -0.1192 -1.32
C 0.7832 -1.8586 0.3917 0.1609 -0.0064 -0.0560 -0.65
C -0.0891 2.2547 0.0368 -0.0032 -0.0136 -0.0524 -1.06
H 1.0302 0.0451 1.3685 -0.0367 0.0236 0.0031 0.44
H 0.5606 0.7928 -1.4664 0.0397 0.0184 -0.0162 0.34
H -1.1616 0.9374 -1.3028 0.0541 -0.0253 0.0577 0.40
H 2.5936 -0.5155 -1.2312 -0.0326 -0.0046 0.0608 0.37
H 2.6087 1.0104 -0.3007 -0.0413 -0.0393 0.0239 0.33
H 0.8451 -2.3747 1.3579 -0.0127 0.0928 -0.0218 0.32
H 1.2069 -2.4559 -0.4140 0.0141 0.0527 0.0285 0.31
H -0.3490 -1.7209 0.3228 -0.0990 0.1483 0.0446 0.31
H 3.3917 -0.4319 0.3374 -0.1188 -0.0072 0.0187 0.39
H 0.8740 2.3425 0.5482 -0.0061 -0.0037 -0.0020 0.27
H -0.1819 3.1238 -0.6208 0.0105 -0.0426 0.0425 0.36
H -0.8704 2.3250 0.7963 0.0299 -0.0122 -0.0283 0.30
C -2.8599 -0.7865 0.1153 0.0115 0.0918 0.0648 -0.59
O -1.6429 -0.7189 0.7757 0.1392 -0.0758 -0.1174 -0.79
H -0.6490 0.0686 -0.0017 -0.0696 -0.1718 0.1270 -0.01
H -3.1212 -1.8081 -0.2131 0.0305 0.0647 0.0226 0.22
H -2.9052 -0.1459 -0.7892 0.0276 -0.0556 0.0423 0.19
H -3.6773 -0.4374 0.7675 0.0405 -0.0462 -0.0600 0.21

6.
44
Properties=species:S:1:pos:R:3:forces:R:3:mulliken_charge:R:1 method="wB97M-V/def2-TZVPD" homo_lumo_gap_ev="4.87 / 5.81" max_force_ev_per_a=1.4 s_squared=6.349 total_charge=-2 homo_energy_ev="0.15 / -0.82" e_tot_ha=-6515.95504 multiplicity=5
Fe -0.7442 -0.0222 0.3816 -0.2086 0.0865 0.0301 -0.11
C -0.6753 -0.8074 4.8228 0.0468 -0.2563 -0.0899 -0.84
C 0.7054 -0.9500 5.0746 -0.3904 0.2297 -0.4443 -0.34
C 1.5748 -0.7237 4.0464 0.5198 -0.2023 0.3532 -0.81
C 1.1284 -0.4634 2.7208 -0.9258 -0.3590 0.3793 0.58
N -0.2439 -0.4960 2.4717 0.5928 0.4484 0.5306 0.42
C -1.0794 -0.6044 3.5232 0.0095 0.4148 -1.2374 -0.20
C 2.0070 -0.2922 1.6297 0.2893 0.0867 -0.4881 0.52
C 3.4401 -0.2662 1.7293 -0.5515 -0.0576 -0.8752 -1.06
C 4.1996 -0.2511 0.5831 0.7067 -0.1355 1.1802 -0.11
C 3.6087 -0.2132 -0.6893 -0.1026 -0.0070 0.2207 -1.19
C 2.2279 -0.1585 -0.7013 -0.5262 0.1453 -0.4820 0.15
N 1.4318 -0.1832 0.3678 0.3741 -0.1992 0.0199 -0.05
H -1.4199 -0.9150 5.5843 -0.2125 -0.0555 0.3643 0.37
H 1.0641 -1.2504 6.0494 0.0853 0.1475 0.1137 0.39
H 2.6325 -0.8047 4.2745 0.0048 0.0210 -0.2473 0.15
H -2.1426 -0.4765 3.2603 0.5541 -0.2201 0.1641 0.32
H 3.9376 -0.2705 2.6795 0.0318 -0.0562 0.3181 0.26
H 5.2863 -0.3005 0.7574 -0.4153 0.1471 -0.4918 0.31
H 4.1820 -0.1981 -1.6044 -0.0296 0.0116 -0.0134 0.39
H 1.7248 -0.0711 -1.6754 0.0159 -0.0742 0.4818 0.38
B -3.4745 -4.0244 0.1795 -0.7371 0.5199 0.2958 -0.07
C -2.4275 -2.8204 0.2742 0.9733 0.4972 0.0646 0.26
N -1.6384 -1.9644 0.3105 -0.9695 -0.9680 0.0812 -0.58
H -4.1770 -4.0249 1.2059 0.1641 0.2182 -0.3955 -0.13
H -4.1545 -3.8008 -0.8305 0.1694 -0.2293 0.3133 -0.14
H -2.9263 -5.0904 0.1673 0.3927 -0.2324 -0.2627 -0.14
C 0.5986 2.9337 -2.0395 0.6677 -0.3333 -0.3720 -1.12
Ge -0.8149 1.6612 -2.5798 -0.2718 1.0227 -0.1301 0.55
C -2.4476 2.7076 -3.0628 0.3385 -0.3513 0.0979 -1.16
C -0.1939 1.2885 -4.4064 -0.0075 -0.3527 -0.7904 -1.39
C -1.1023 0.0278 -1.6487 -0.1926 0.0554 0.4441 -0.92
H 0.6627 3.6441 -2.8778 0.0363 0.0169 0.1904 0.44
H 1.5900 2.4303 -1.9691 -0.5900 0.1987 -0.0398 0.31
H 0.4238 3.4546 -1.1087 -0.2093 0.0241 0.1629 0.28
H -2.0908 3.6392 -3.5164 -0.1490 -0.0122 0.0683 0.37
H -2.9942 2.9012 -2.1479 -0.2022 0.1753 0.0510 0.27
H -3.0819 2.1753 -3.7898 0.2318 0.0786 0.2273 0.36
H -0.1250 2.1950 -5.0366 -0.2520 -0.3470 0.2085 0.34
H -0.8740 0.5386 -4.8521 0.2291 0.4130 -0.0745 0.36
H 0.7958 0.8475 -4.3954 0.3748 -0.2147 -0.0019 0.44
H -0.4822 -0.7987 -1.9951 0.1507 -0.1658 -0.0257 0.49
H -2.1524 -0.2574 -1.7211 0.0310 -0.0241 -0.0822 0.62
Se -1.7595 2.0550 0.5543 -0.0468 -0.1053 0.1827 -0.98

> Among the records above, which one has the highest multiplicity?

C15H22BFeGeN3Se